97
Properties=species:S:1:pos:R:3 method="wB97M-V/def2-TZVPD" multiplicity=6 s2=8.7810 total_charge=+1 energy_ev=-100279.237 e_above_lowest_kcal_mol=17.9
Fe -1.30965 0.11997 1.99823
C -0.38407 -0.22996 3.96719
C -1.55725 -1.05595 3.83671
C -0.03839 -1.70172 2.19959
C 0.53932 -0.60121 2.92517
C -1.32646 -1.98415 2.76861
C -0.10836 0.69205 5.10325
H -1.05780 1.00942 5.55803
H 0.44698 1.58406 4.78436
H 0.48804 0.18202 5.88175
C 1.92348 -0.07308 2.73498
H 1.96958 0.99924 2.96453
H 2.28425 -0.21996 1.70382
H 2.63035 -0.58889 3.40664
C 0.65314 -2.51311 1.16773
H 0.91140 -3.50908 1.55746
H 1.56611 -2.02872 0.80102
H 0.00469 -2.67231 0.30318
C -2.17315 -3.17284 2.47360
H -1.82928 -4.05669 3.03395
H -2.14524 -3.44580 1.41186
H -3.21682 -2.98518 2.76303
C -2.70227 -1.09415 4.79306
H -2.48182 -1.76811 5.63947
H -3.61111 -1.45873 4.29446
H -2.90289 -0.09253 5.20002
C -2.76530 3.98214 0.05450
C -3.25290 4.03212 1.31852
C -4.69183 3.90386 1.69551
C -5.47214 2.80217 0.93363
C -4.64756 1.60720 0.54424
C -4.18935 1.45161 -0.71329
C -4.06566 2.55334 -1.73046
C -3.59377 3.93976 -1.20716
H -5.22631 4.86075 1.55702
H -5.95412 3.24826 0.05345
H -4.75669 3.68886 2.77242
H -4.46032 4.61586 -1.13768
H -1.70024 4.20683 -0.13587
H -2.63957 4.43293 2.13094
H -2.95837 4.35819 -2.00581
H -3.34417 2.21854 -2.49682
H -4.07794 0.47468 -1.20397
H -5.01829 2.68973 -2.28120
H -6.29106 2.46682 1.59029
H -4.54931 0.85217 1.32154
P 0.04363 1.52990 0.77918
C 1.35606 2.51257 0.04397
C -0.58144 2.55316 2.15416
P -2.25283 -0.45399 0.01998
C -1.38635 1.33489 -0.36740
C -3.80821 -1.39342 0.26008
C -1.53093 -1.35418 -1.39068
H 2.17869 1.81769 -0.18781
H 1.68440 3.27217 0.75863
H 1.03308 2.99015 -0.89372
H -1.18842 3.34017 1.72157
H 0.27265 2.98854 2.67521
H -1.20157 1.98985 2.88370
H -2.33724 -1.87387 -1.93113
H -0.80882 -2.09726 -1.04847
H -1.01588 -0.67887 -2.08077
H -1.06558 1.34274 -1.41844
H -2.12269 2.12026 -0.19930
H -3.59656 -2.46629 0.31296
H -4.51455 -1.23336 -0.55931
H -4.28825 -1.10387 1.20383
O 0.44378 0.75859 -3.21718
C 1.45834 0.22748 -2.76339
N 2.56966 -0.17656 -3.51901
C 3.46974 -0.98259 -2.75410
C 2.90955 -0.65711 -1.32199
O 3.52129 -0.93491 -0.27286
N 1.70997 -0.06716 -1.43253
C 3.22786 -2.48148 -2.93810
C 3.85267 -3.36322 -2.04533
C 3.64118 -4.74265 -2.14714
C 2.78615 -5.24107 -3.13417
C 2.14952 -4.35949 -4.00654
C 2.36957 -2.98264 -3.91570
C 4.92180 -0.54171 -2.93053
C 5.93700 -1.40627 -3.36059
C 7.26511 -0.95418 -3.43531
C 7.57182 0.37725 -3.12983
C 6.54443 1.26033 -2.76567
C 5.22267 0.79728 -2.67609
H 2.52618 -0.11132 -4.52796
H 4.48655 -2.95566 -1.25696
H 4.14261 -5.40924 -1.44659
H 2.61430 -6.31700 -3.20843
H 1.46770 -4.73348 -4.77335
H 1.86677 -2.29638 -4.60233
H 5.70561 -2.43522 -3.63591
H 8.04777 -1.64738 -3.73009
H 8.59971 0.72826 -3.17156
H 6.75852 2.30158 -2.54432
H 4.42510 1.48855 -2.40417